1.
Here is C19H15BrCsN4O3 as an isolated structure from OMol25. Energies are from ωB97M-V with the def2-TZVPD basis set.

The calculation puts the LUMO energy at 2.062 eV. The HOMO energy is -4.4 eV. Its gap between HOMO and LUMO is 6.50 eV. As for the total charge: -1. The maximum force is 0.0116 hartree/bohr.

Geometry as XYZ:
```
43
Properties=species:S:1:pos:R:3:forces:R:3:mulliken_charge:R:1
Cs 0.52746 -1.80687 0.35669 0.48 0.09 -0.10 1.023
Br -7.42135 -1.69180 -1.64634 -0.01 0.00 -0.01 -0.287
C -5.70494 -1.71983 -0.81398 -0.04 0.08 -0.04 -0.119
C -5.27638 -2.88398 -0.15812 0.07 -0.02 0.03 -0.324
C -4.05307 -2.91678 0.44973 -0.12 -0.01 -0.01 -0.772
C -3.16517 -1.78404 0.45870 -0.01 0.31 -0.07 0.048
O -2.04378 -1.82313 1.01811 -0.46 -0.26 0.27 -0.822
C -3.64065 -0.60468 -0.23603 0.08 -0.29 0.10 0.963
C -2.87560 0.60700 -0.34333 0.07 0.20 -0.06 -0.485
N -1.71343 0.88299 0.14025 -0.19 -0.27 -0.07 -0.256
C -1.26512 2.18659 -0.01554 -0.17 0.22 0.03 -0.224
C -2.09490 3.28203 0.15254 0.08 -0.19 -0.01 -0.251
C -1.63369 4.59615 -0.02537 0.09 0.10 -0.03 -0.687
C -0.33319 4.83849 -0.36356 -0.09 0.12 0.01 -0.870
C 0.56700 3.75875 -0.49789 -0.06 -0.24 0.05 1.220
C 1.93013 3.95355 -0.81276 0.03 -0.08 0.00 -0.650
C 2.76106 2.87577 -0.88196 0.03 0.10 0.00 -0.769
C 2.23292 1.59389 -0.62306 -0.07 -0.02 0.01 -0.177
N 0.97141 1.36800 -0.35294 0.09 -0.05 -0.13 -0.226
C 0.12090 2.42414 -0.29881 0.04 0.26 0.01 0.144
C -4.90166 -0.61330 -0.85780 -0.02 -0.03 0.00 -0.527
H -5.91712 -3.75687 -0.13949 -0.02 0.01 -0.01 0.384
H -3.71504 -3.81424 0.95279 0.03 0.02 0.01 0.392
H -3.38614 1.37656 -0.94485 0.02 0.02 0.02 0.422
H -3.12206 3.11801 0.45024 -0.01 -0.03 0.00 0.555
H -2.32608 5.41807 0.11097 0.02 0.02 -0.01 0.367
H 0.03382 5.84752 -0.51187 -0.02 0.00 0.01 0.329
H 2.29076 4.96146 -0.98514 0.02 0.00 0.00 0.377
H 3.81399 2.97764 -1.11020 -0.01 0.03 0.00 0.367
H 2.89413 0.73626 -0.60934 -0.02 -0.04 -0.01 0.504
H -5.24045 0.27735 -1.37584 0.01 0.01 0.00 0.363
C 5.89805 -1.14273 1.18449 -0.05 0.00 -0.01 -0.956
C 4.50256 -1.68146 0.94068 -0.16 0.03 -0.12 0.633
N 4.34359 -3.00660 1.02715 -0.04 0.04 -0.03 -0.246
O 3.57891 -0.90785 0.67393 0.28 -0.21 0.14 -0.624
H 6.61891 -1.91936 1.43547 0.01 0.01 0.01 0.325
H 5.85067 -0.41345 1.99193 0.01 0.00 0.00 0.252
H 6.22750 -0.62161 0.28595 0.00 0.00 0.00 0.250
H 5.13362 -3.60647 1.17902 0.04 0.06 0.04 0.180
H 3.44102 -3.46842 0.81190 -0.09 -0.12 -0.02 0.236
O 2.08414 -6.74844 -0.44186 -0.03 0.01 -0.01 -0.686
C 2.02818 -5.62662 -0.00582 0.06 -0.01 0.04 0.444
N 1.97907 -4.52167 0.43134 0.09 0.10 -0.03 -0.821
```
Forces are in eV/Å.



2.
Here is C56H62BKN8O3S3 as an isolated structure in a non-equilibrium geometry from OMol25. Energies are from ωB97M-V with the def2-TZVPD basis set.

The calculation puts the LUMO energy (spin up / spin down) at 3.671 / 3.674 eV. The HOMO energy (spin up / spin down) is -1.6 / -0.8 eV. Its gap between HOMO and LUMO (spin up / spin down) is 5.25 / 4.51 eV. As for the total charge: -2. The maximum force is 0.0410 hartree/bohr.

Geometry as XYZ:
```
134
Properties=species:S:1:pos:R:3:forces:R:3:mulliken_charge:R:1
K -0.89585 -1.52985 -1.54272 1.02 0.57 1.76 1.309
C -4.09399 1.74210 -1.78724 -0.01 -0.03 0.01 -1.803
C -2.91274 2.33412 -1.09494 -0.14 -0.43 0.14 -0.431
C -2.43772 3.55079 -1.41579 0.17 0.30 -0.08 -0.382
C -1.24474 4.04586 -0.80834 -0.18 0.11 -0.10 -0.053
N -0.57856 3.33214 0.02919 -0.19 -0.27 0.07 -0.704
N -1.06357 2.10901 0.38232 0.55 -0.08 0.26 1.031
B -0.10768 1.43907 1.33265 0.04 0.24 0.31 -0.527
N 1.35341 1.84546 1.19414 -0.66 -0.17 -0.02 0.626
N 1.75685 2.47091 2.31470 0.08 -0.04 -0.11 -0.517
C 2.98401 2.85708 2.41355 0.09 0.02 -0.11 0.014
C 3.89078 2.67503 1.32915 0.17 0.15 0.42 -0.494
C 3.49107 2.06929 0.19577 -0.29 -0.25 -0.36 0.148
C 4.42518 1.83300 -0.94519 -0.02 -0.02 -0.05 -1.724
C 2.12355 1.58850 0.10468 0.32 0.14 0.13 0.082
S 1.54744 0.75791 -1.22523 -0.13 0.10 0.15 -0.017
C 3.42060 3.47546 3.73281 0.01 -0.02 -0.09 2.319
C 4.52849 2.59766 4.32821 0.06 -0.05 0.07 -1.694
C 2.25278 3.53657 4.71314 -0.07 0.00 0.09 -1.967
C 3.95263 4.89263 3.49069 0.03 0.05 -0.03 -1.721
N -0.55792 1.01960 2.64172 0.07 0.25 -0.79 0.798
N -1.68607 1.67703 3.05891 0.00 -0.20 -0.02 -0.716
C -2.23884 1.29425 4.17809 0.07 -0.08 0.12 -0.251
C -1.67566 0.28183 4.97202 -0.31 0.14 0.13 -0.477
C -0.52082 -0.35965 4.56476 0.34 -0.10 -0.13 0.479
C 0.05771 -1.47301 5.38369 0.01 -0.04 -0.03 -1.585
C 0.08147 -0.00043 3.34954 -0.07 -0.08 0.26 0.233
S 1.43938 -0.77204 2.67365 -0.16 -0.07 0.12 -0.269
C -3.52088 2.04663 4.54757 0.11 -0.12 -0.04 2.411
C -4.11099 1.54747 5.86577 -0.08 0.02 0.07 -2.334
C -4.55099 1.84555 3.43266 -0.07 0.02 -0.04 -1.297
C -3.21160 3.53973 4.67686 0.03 0.10 0.00 -1.609
C -2.23079 1.55822 -0.07162 -0.04 0.02 -0.05 1.387
S -2.83461 0.10300 0.50074 0.24 0.30 -0.10 -0.225
C -0.73439 5.45319 -1.08407 -0.04 -0.11 -0.03 2.576
C 0.64294 5.66172 -0.46196 0.12 0.05 0.02 -2.012
C -1.72308 6.45340 -0.47041 -0.04 0.01 0.01 -1.860
C -0.63688 5.69211 -2.59214 0.00 0.07 -0.10 -1.878
H -4.49188 2.44999 -2.51570 -0.03 -0.02 -0.01 0.382
H -4.87031 1.45228 -1.07754 0.04 0.04 0.02 0.320
H -3.77210 0.83218 -2.29910 0.03 0.02 -0.01 0.226
H -2.94254 4.14022 -2.17152 0.00 0.00 0.01 0.269
H 4.91993 3.00603 1.42306 -0.03 0.02 0.01 0.280
H 5.40614 2.25644 -0.72445 0.01 -0.01 -0.03 0.399
H 4.03117 2.26397 -1.86779 -0.02 0.02 0.04 0.279
H 4.51813 0.76264 -1.13958 0.00 0.01 0.04 0.305
H 4.15913 1.58527 4.50384 -0.02 0.02 -0.02 0.333
H 4.87102 3.01278 5.28107 -0.03 0.01 -0.02 0.470
H 5.39418 2.52714 3.66524 -0.03 0.02 -0.01 0.309
H 1.84808 2.54415 4.91690 0.05 -0.01 -0.03 0.285
H 1.42877 4.13697 4.32474 0.05 0.02 -0.02 0.336
H 2.60332 3.97825 5.65106 -0.03 -0.01 0.00 0.506
H 4.83569 4.89324 2.84642 -0.03 -0.02 0.00 0.311
H 4.23200 5.35664 4.44092 0.00 -0.02 -0.02 0.457
H 3.18965 5.51510 3.01741 0.00 -0.01 0.02 0.309
H -2.14812 -0.01572 5.89765 0.00 -0.01 0.00 0.392
H -0.48651 -1.56975 6.32563 0.02 -0.01 0.01 0.365
H 1.11935 -1.31428 5.58270 -0.03 0.05 0.00 0.304
H -0.00235 -2.41956 4.83906 0.00 0.03 -0.02 0.165
H -4.38581 0.49179 5.81143 0.02 0.02 -0.03 0.415
H -5.01777 2.11542 6.09446 0.02 -0.01 -0.02 0.431
H -3.41689 1.67701 6.70016 0.00 0.02 -0.03 0.418
H -4.81812 0.79231 3.32439 0.02 0.00 0.03 0.339
H -4.15126 2.16917 2.47169 0.01 0.01 0.03 0.029
H -5.45743 2.41781 3.65986 0.00 -0.03 -0.02 0.434
H -2.50265 3.72740 5.48880 -0.01 -0.03 -0.02 0.348
H -4.13366 4.09145 4.88788 0.03 0.02 0.00 0.428
H -2.77485 3.91909 3.75215 -0.02 -0.03 0.02 0.234
H 0.62737 5.51965 0.61938 -0.05 0.01 -0.03 0.354
H 0.97580 6.68034 -0.68418 0.04 -0.02 0.03 0.499
H 1.37215 4.95638 -0.86694 -0.05 0.02 -0.01 0.275
H -1.79772 6.30863 0.60991 0.02 0.00 -0.03 0.313
H -2.72399 6.34057 -0.89484 0.03 -0.01 -0.01 0.330
H -1.38592 7.47630 -0.66263 -0.01 -0.01 0.01 0.487
H 0.07817 5.00815 -3.04609 0.07 -0.07 -0.03 0.345
H -0.30515 6.71735 -2.78244 0.01 -0.03 -0.01 0.485
H -1.58986 5.55128 -3.10412 -0.01 0.02 0.05 0.313
C -1.53259 -7.14285 0.71264 -0.01 0.09 -0.10 -1.112
O -1.73656 -5.92940 0.04035 0.02 -0.07 0.10 -0.324
C -1.93751 -5.99997 -1.31868 0.03 -0.19 -0.13 0.579
C -2.18280 -7.17746 -1.99405 0.01 0.11 -0.05 -0.433
C -2.37143 -7.17915 -3.39138 0.04 0.14 0.16 -1.183
C -2.29328 -5.97642 -4.06116 0.00 -0.05 -0.01 -0.319
C -2.02940 -4.76761 -3.40554 0.00 0.35 -0.38 1.225
C -1.86150 -3.56954 -4.25653 0.05 -0.48 0.49 -1.783
N -1.51393 -2.43532 -3.79794 -0.18 0.32 -0.84 0.561
N -1.26200 -1.44719 -4.76223 -0.13 -0.36 0.59 -0.428
C -1.18654 -0.25331 -4.20138 0.00 0.55 -0.57 -0.404
O -1.44282 0.13860 -3.02522 -0.20 0.73 -1.36 -0.233
C -0.65449 0.77088 -5.19834 -0.05 -0.08 0.05 0.274
C 0.06183 1.86870 -4.73529 0.06 0.06 0.00 0.232
C 0.66372 2.74857 -5.63297 -0.06 -0.03 0.09 -0.773
C 0.51379 2.57394 -7.00185 -0.07 -0.06 0.06 -0.440
C -0.23670 1.49923 -7.46922 -0.01 -0.04 0.03 -0.612
C -0.80015 0.59924 -6.57629 0.01 0.02 0.02 -0.331
C -1.84596 -4.72360 -1.98488 -0.03 0.21 -0.07 0.100
O -1.59781 -3.66131 -1.33422 -0.51 -1.74 0.11 -0.670
H -1.27048 -6.89346 1.73922 0.01 0.02 0.02 0.252
H -0.71416 -7.71392 0.25974 0.02 -0.03 0.01 0.412
H -2.43337 -7.76825 0.71465 -0.03 -0.02 0.02 0.374
H -2.23422 -8.11445 -1.45449 0.00 -0.03 0.01 0.357
H -2.56500 -8.10593 -3.91690 0.00 -0.01 0.01 0.332
H -2.41139 -5.94755 -5.14202 -0.01 -0.03 0.02 0.311
H -1.99016 -3.69534 -5.33873 -0.01 -0.05 -0.01 0.137
H 0.16898 1.99200 -3.66209 0.00 0.01 -0.03 0.152
H 1.26510 3.57009 -5.26190 -0.01 0.05 0.05 0.379
H 0.97883 3.26351 -7.69727 0.00 0.00 0.00 0.354
H -0.36743 1.34979 -8.53550 0.01 0.01 -0.01 0.361
H -1.34537 -0.26966 -6.92021 0.01 0.02 -0.02 0.397
C 3.50770 -5.70605 3.20271 0.02 0.01 -0.08 -0.480
C 4.03480 -5.86532 1.92257 -0.06 0.02 0.06 -0.567
C 3.31440 -5.45104 0.81410 0.07 -0.05 -0.04 -0.303
C 2.05487 -4.87332 0.96109 -0.31 0.17 -0.19 0.050
C 1.53743 -4.71422 2.24149 0.07 0.02 0.20 -0.123
C 2.25831 -5.12364 3.35676 -0.05 0.05 -0.10 -0.674
C 1.22860 -4.42424 -0.18998 0.06 -0.13 0.05 -0.173
C 1.59087 -4.42177 -1.44048 0.16 0.06 -0.45 -1.211
C 1.55074 -4.24315 -2.82329 -0.02 0.00 0.53 0.987
C 1.19828 -5.31624 -3.67328 -0.03 -0.01 -0.20 -0.274
C 1.17327 -5.13260 -5.04206 -0.01 0.00 0.12 -0.645
C 1.48862 -3.89619 -5.59997 0.01 0.04 -0.06 -0.449
C 1.83103 -2.82569 -4.77587 -0.08 -0.05 0.18 -0.367
C 1.86736 -2.98886 -3.40611 0.01 0.04 -0.08 -0.482
H 4.07454 -6.02086 4.07102 0.01 0.00 -0.01 0.366
H 5.01435 -6.31018 1.79074 0.00 -0.01 0.01 0.351
H 3.72193 -5.57185 -0.18377 -0.01 0.00 0.01 0.374
H 0.57573 -4.23118 2.35858 -0.02 0.00 0.01 0.552
H 1.84407 -4.96187 4.34474 0.02 -0.02 0.00 0.321
H 0.19761 -4.11365 0.01554 0.02 -0.03 0.08 0.524
H 0.89509 -6.25850 -3.23404 0.00 0.00 0.00 0.359
H 0.85885 -5.95175 -5.67802 0.01 0.00 -0.01 0.347
H 1.42442 -3.75048 -6.67123 0.00 -0.01 0.00 0.359
H 2.01127 -1.84638 -5.19967 0.01 0.00 -0.02 0.276
H 2.09554 -2.14920 -2.75814 0.04 -0.04 -0.01 0.793
```
Forces are in eV/Å.



3.
Here is an isolated ion of composition C4H9N2 and charge +1 from OMol25. Energies are from ωB97M-V with the def2-TZVPD basis set.

The calculation puts the LUMO energy at -4.575 eV. The HOMO energy is -14.6 eV. Its gap between HOMO and LUMO is 10.06 eV. As for the total charge: +1. The structure (SMILES) is N[C@H]1CCC=[NH+]1. The maximum force is 0.0111 hartree/bohr.

Geometry as XYZ:
```
15
Properties=species:S:1:pos:R:3:forces:R:3:mulliken_charge:R:1
N 2.03111 0.60013 0.07400 -0.18 -0.12 -0.53 -0.512
C 0.77263 0.10117 0.46313 0.08 0.23 0.19 -0.031
C -0.40260 1.02801 0.16031 -0.03 -0.04 -0.05 -0.648
C -1.59780 0.06440 0.12252 0.15 -0.11 0.22 -0.567
C -0.97916 -1.13766 -0.49586 0.20 0.04 -0.10 -0.110
N 0.28242 -1.14850 -0.28893 -0.17 0.10 -0.13 -0.032
H 2.00468 1.10220 -0.80478 0.01 0.02 0.01 0.256
H 2.78408 -0.07342 0.04116 0.09 0.05 0.36 0.249
H 0.78375 -0.17478 1.52102 0.05 -0.20 -0.06 0.307
H -0.52038 1.83476 0.87621 0.09 -0.05 0.10 0.340
H -0.24030 1.45649 -0.83196 -0.09 0.09 0.02 0.349
H -2.51870 0.41277 -0.33220 0.07 0.00 -0.18 0.368
H -1.83338 -0.24953 1.14989 -0.19 0.07 -0.02 0.307
H -1.46767 -1.92434 -1.06003 -0.05 -0.07 0.14 0.461
H 0.90130 -1.89171 -0.59448 -0.01 -0.03 0.02 0.263
```
Forces are in eV/Å.



4.
Here is an isolated ion of composition CClNO2P and charge -1 in a non-equilibrium geometry from OMol25. Energies are from ωB97M-V with the def2-TZVPD basis set.

The calculation puts the LUMO energy at 3.793 eV. The HOMO energy is -6.5 eV. Its gap between HOMO and LUMO is 10.31 eV. As for the total charge: -1. The structure (SMILES) is N#C[P@](=O)([O-])Cl. The maximum force is 0.0619 hartree/bohr.

Geometry as XYZ:
```
6
Properties=species:S:1:pos:R:3:forces:R:3:mulliken_charge:R:1
C -1.22164 -0.47445 0.16121 2.89 1.33 0.14 0.153
N -2.07120 -1.08762 -0.28794 -1.51 -0.87 -0.14 -0.456
O 0.74378 1.29527 1.28013 0.10 -0.71 0.07 -0.611
O 0.32419 1.08294 -1.26862 0.54 -0.25 -0.41 -0.583
P 0.46862 0.50492 0.07018 -1.18 -0.82 0.32 0.864
Cl 1.75625 -1.32105 0.04503 -0.83 1.32 0.02 -0.368
```
Forces are in eV/Å.



5.
Here is C16H27BCl2FO9Y as an isolated structure in a non-equilibrium geometry from OMol25. Energies are from ωB97M-V with the def2-TZVPD basis set.

The calculation puts the LUMO energy at -9.781 eV. The HOMO energy is -10.9 eV. Its gap between HOMO and LUMO is 1.14 eV. As for the total charge: +2. The maximum force is 0.0614 hartree/bohr.

Geometry as XYZ:
```
57
Properties=species:S:1:pos:R:3:forces:R:3:mulliken_charge:R:1
Y -1.00570 -1.43808 -0.42151 -1.00 0.88 0.86 1.294
B -0.76737 -2.38178 -2.47378 -0.08 -0.34 -0.61 -0.077
H 9.08743 -6.02378 0.02037 -0.27 0.02 -0.06 0.112
H 5.12699 1.38059 3.08711 0.17 0.21 0.14 0.134
H 3.86833 -5.64499 -1.17077 0.26 0.00 0.07 -0.029
H -6.11656 3.66690 -2.73807 -0.21 0.10 0.12 0.228
O -2.60969 0.00477 0.53106 0.21 1.30 0.05 -0.606
C -3.08623 1.12754 0.85192 -0.63 -1.16 0.58 0.531
O -2.64807 2.25168 0.37997 0.55 -1.22 -0.53 -0.260
C -3.40908 3.38114 0.88630 0.26 0.46 0.09 -0.411
C -4.74281 2.75528 1.29198 0.99 -0.76 0.46 -0.377
C -4.24761 1.37052 1.84311 0.49 0.48 -0.13 -0.432
H -3.42523 4.08342 0.05928 -0.31 0.02 0.12 0.219
H -2.74610 3.79081 1.65543 -0.64 0.05 0.30 0.295
H -5.29354 2.54203 0.38291 -0.32 0.16 -0.15 0.151
H -5.34966 3.35333 1.96262 0.09 -0.03 0.11 0.395
H -5.00420 0.57097 1.83708 0.47 0.29 -0.02 0.371
H -3.78250 1.44889 2.87308 -0.55 -0.05 -1.03 0.296
O 1.02641 -1.16386 0.17449 1.06 0.07 -0.01 -0.553
C 1.91301 -0.67209 0.89648 1.41 0.97 0.95 0.488
O 3.22382 -0.87100 0.72182 -3.00 -0.64 -0.75 -0.189
C 3.98830 -0.29307 1.81672 -0.88 -0.39 0.27 -0.784
C 2.95393 -0.14348 2.88354 -1.72 -0.31 0.18 -0.592
C 1.63057 0.24695 2.11805 1.96 -0.76 -1.20 -0.422
H 4.36197 0.62216 1.45400 0.71 1.16 -0.47 0.353
H 4.76363 -0.98618 2.08067 0.39 -0.21 -0.13 0.266
H 3.17444 0.48747 3.69204 0.57 1.35 0.76 0.579
H 2.83646 -1.10003 3.38091 -0.36 -0.42 -0.13 0.248
H 1.67011 1.30176 1.71464 -0.14 -0.95 0.58 0.304
H 0.68286 -0.00196 2.60162 0.26 0.16 -0.06 0.368
O -1.78761 -2.95092 1.04659 0.16 0.05 0.09 -0.613
C -1.90240 -4.18027 1.04183 -0.80 -1.58 -0.15 0.566
O -0.92237 -4.98366 0.78914 0.91 0.11 -0.79 -0.277
C -1.47263 -6.24445 0.18273 0.23 0.53 0.02 -0.297
C -2.74725 -6.47322 0.98658 0.23 0.96 0.06 -0.568
C -3.14252 -5.01059 1.30031 1.58 -0.09 1.87 -0.408
H -0.63974 -6.94982 0.13771 -0.41 -0.03 0.52 0.317
H -1.69611 -5.94672 -0.83943 -0.07 -0.11 -0.12 0.251
H -2.59732 -7.04013 1.88520 0.30 -0.20 0.43 0.301
H -3.53431 -6.95431 0.43914 -0.17 -0.29 -0.48 0.325
H -3.36854 -4.80903 2.36236 -0.08 -0.30 -0.28 0.315
H -3.94786 -4.65089 0.76897 -1.83 0.79 -1.34 0.385
C -4.10148 2.57719 -2.98821 0.96 0.29 0.35 -0.237
Cl -3.17109 3.97088 -2.46506 0.44 0.06 -0.34 -0.112
Cl -3.31740 1.02531 -2.82041 0.44 -0.47 0.09 -0.117
H -4.95487 2.60294 -2.37123 -1.50 -0.24 1.02 -0.236
H -4.43015 2.68721 -3.97683 -0.04 0.22 -1.45 0.502
C 5.11927 4.35046 -3.94291 -1.14 -0.65 0.81 -0.348
C 5.95065 4.44719 -2.68696 2.19 -1.89 -0.25 0.305
O 5.59010 3.27189 -1.92061 -0.32 1.30 -1.10 -0.308
C 4.32886 2.92964 -2.32871 1.03 -0.44 0.63 0.647
O 3.67266 2.15964 -1.70687 -0.77 -0.34 0.09 -0.529
O 4.01205 3.51459 -3.47034 0.04 0.07 -0.69 -0.329
F 5.65330 5.52273 -1.96711 -0.09 0.86 0.48 -0.265
H 5.65911 3.86240 -4.75495 -0.27 0.06 0.01 0.292
H 4.61197 5.26711 -4.20794 0.51 0.37 -0.31 0.269
H 7.06181 4.33892 -2.88606 -1.25 0.56 0.44 0.271
```
Forces are in eV/Å.



The lowest maximum force belongs to which entry?
C4H9N2



Look up the maximum force of the first one.
0.0116 hartree/bohr